The following is a quantum chemistry calculation of a molecular structure, C57H54AsN6O2PS2Sn, from the OMol25 dataset.

Last column: Mulliken charge in e.
Geometry (Å):
Sn (-0.891, 0.583, -1.504)  0.988
C (-3.161, 3.903, 4.477)  -1.513
C (-3.080, 4.991, 3.442)  0.687
C (-3.525, 6.278, 3.711)  -0.643
C (-3.441, 7.289, 2.764)  -0.777
C (-2.870, 7.021, 1.531)  -0.819
C (-2.416, 5.745, 1.241)  -0.051
C (-2.543, 4.721, 2.179)  0.010
N (-2.102, 3.410, 1.896)  0.386
C (-2.014, 2.815, 0.656)  -0.421
N (-2.973, 3.177, -0.215)  0.178
C (-2.993, 3.121, -1.624)  0.366
C (-2.146, 2.278, -2.348)  -0.927
C (-2.226, 2.356, -3.742)  -0.210
C (-3.139, 3.170, -4.388)  -1.123
C (-3.995, 3.959, -3.636)  -0.636
C (-3.926, 3.964, -2.252)  1.716
C (-4.858, 4.855, -1.465)  -1.929
N (-1.095, 1.936, 0.410)  0.984
C (-0.072, 1.781, 1.386)  -0.671
C (-0.257, 0.949, 2.483)  0.168
C (0.762, 0.783, 3.409)  -0.934
C (1.973, 1.432, 3.228)  -0.901
C (2.157, 2.256, 2.128)  -0.855
C (1.139, 2.459, 1.204)  0.837
C (1.315, 3.390, 0.038)  -1.376
H (-3.745, 4.231, 5.334)  0.425
H (-2.164, 3.630, 4.833)  0.294
H (-3.626, 3.005, 4.065)  0.312
H (-3.950, 6.494, 4.683)  0.382
H (-3.810, 8.279, 2.992)  0.399
H (-2.767, 7.804, 0.792)  0.433
H (-1.942, 5.540, 0.290)  0.644
H (-1.602, 2.936, 2.632)  0.359
H (-3.685, 3.765, 0.186)  0.253
H (-1.572, 1.719, -4.328)  0.469
H (-3.204, 3.184, -5.468)  0.396
H (-4.720, 4.591, -4.135)  0.351
H (-5.492, 5.416, -2.149)  0.429
H (-4.312, 5.577, -0.854)  0.319
H (-5.511, 4.273, -0.807)  0.415
H (-1.193, 0.413, 2.574)  0.462
H (0.605, 0.155, 4.277)  0.440
H (2.776, 1.296, 3.941)  0.437
H (3.105, 2.763, 1.986)  0.454
H (2.344, 3.738, -0.036)  0.496
H (0.665, 4.263, 0.148)  0.226
H (1.039, 2.898, -0.897)  0.160
N (-8.768, 0.543, -2.804)  -0.554
C (-7.455, 0.117, -2.860)  1.035
C (-6.407, 1.046, -2.831)  -1.005
C (-5.096, 0.620, -2.850)  0.145
C (-4.810, -0.738, -2.919)  -0.568
C (-5.835, -1.667, -3.015)  -0.441
C (-7.149, -1.240, -2.995)  -0.756
S (-3.150, -1.256, -2.614)  1.496
O (-2.223, -0.577, -3.498)  -0.858
O (-3.115, -2.690, -2.634)  -0.619
N (-2.799, -0.614, -1.158)  0.414
C (-3.207, -1.182, 0.011)  -0.148
S (-4.469, -2.409, 0.112)  -0.064
C (-4.291, -2.399, 1.835)  -0.374
C (-3.335, -1.516, 2.190)  -0.915
N (-2.730, -0.830, 1.169)  0.103
H (-8.917, 1.461, -2.421)  0.217
H (-9.453, -0.139, -2.530)  0.217
H (-6.635, 2.104, -2.768)  0.312
H (-4.278, 1.325, -2.801)  -0.040
H (-5.591, -2.718, -3.086)  0.528
H (-7.953, -1.964, -3.055)  0.286
H (-4.896, -3.032, 2.462)  0.448
H (-3.000, -1.331, 3.201)  0.422
C (3.198, -1.613, 1.583)  -1.488
C (3.712, -3.035, 1.407)  -0.447
As (5.481, -3.238, 2.280)  0.171
C (5.992, -4.949, 1.473)  -0.071
C (5.078, -5.859, 0.954)  0.055
C (5.513, -7.041, 0.370)  -0.719
C (6.867, -7.331, 0.310)  -0.410
C (7.788, -6.442, 0.849)  -0.613
C (7.350, -5.264, 1.432)  -0.251
C (6.420, -2.098, 0.986)  -0.046
C (6.597, -2.464, -0.345)  0.168
C (7.240, -1.614, -1.231)  -0.783
C (7.705, -0.381, -0.798)  -0.413
C (7.529, 0.000, 0.523)  -0.669
C (6.891, -0.858, 1.408)  -0.245
P (1.781, -1.103, 0.461)  0.491
C (0.738, -2.599, 0.553)  1.001
C (0.110, -3.131, -0.572)  -0.401
C (-0.766, -4.201, -0.449)  -0.995
C (-1.062, -4.718, 0.802)  -0.778
C (-0.475, -4.169, 1.932)  -0.851
C (0.417, -3.118, 1.808)  -0.701
C (2.715, -1.263, -1.119)  1.130
C (3.340, -0.078, -1.515)  -0.904
C (4.125, -0.029, -2.656)  -0.799
C (4.297, -1.172, -3.423)  -0.662
C (3.693, -2.357, -3.035)  -1.155
C (2.905, -2.405, -1.892)  -0.482
H (3.987, -0.888, 1.357)  0.566
H (2.896, -1.438, 2.618)  0.717
H (3.846, -3.270, 0.352)  0.127
H (3.004, -3.746, 1.834)  0.732
H (4.017, -5.646, 0.999)  0.390
H (4.790, -7.735, -0.040)  0.396
H (7.205, -8.249, -0.153)  0.369
H (8.846, -6.669, 0.814)  0.379
H (8.068, -4.567, 1.851)  0.353
H (6.237, -3.426, -0.691)  0.367
H (7.383, -1.917, -2.260)  0.409
H (8.201, 0.285, -1.493)  0.406
H (7.899, 0.959, 0.864)  0.428
H (6.756, -0.567, 2.444)  0.371
H (0.294, -2.710, -1.553)  0.682
H (-1.242, -4.601, -1.331)  0.375
H (-1.773, -5.528, 0.895)  0.406
H (-0.718, -4.560, 2.913)  0.442
H (0.863, -2.686, 2.699)  0.292
H (3.205, 0.812, -0.909)  0.331
H (4.591, 0.902, -2.954)  0.504
H (4.903, -1.136, -4.320)  0.446
H (3.832, -3.255, -3.625)  0.446
H (2.436, -3.339, -1.616)  0.568

Maximum force in eV Å⁻¹: 0.86
HOMO energy in Eh: -0.272
HOMO-LUMO gap in eV: 7.85

***

The following is a quantum chemistry calculation of 2 unconnected molecules or ions with the total composition CH2O2S3, from the OMol25 dataset.

Last column: Mulliken charge in e.
Geometry (Å):
C (1.779, 0.706, -0.139)  0.192
O (0.209, 0.878, 2.058)  -0.420
O (0.469, -1.118, 0.841)  -0.460
S (1.120, 0.900, -1.461)  0.012
S (-1.717, -0.437, -1.557)  -0.389
S (1.120, -0.181, 1.750)  0.652
H (-2.075, 0.445, -0.728)  0.176
H (-0.904, -1.193, -0.764)  0.238

Maximum force in eV Å⁻¹: 3.10
Energy relative to the best compared isomer or geometry (same formula, charge and spin) in kcal/mol: 59.2
HOMO energy in Eh: -0.356
SMILES: O=S(=O)=C=S.S
HOMO-LUMO gap in eV: 8.63

***

The following is a quantum chemistry calculation of 9 unconnected molecules or ions with the total composition C18H54O18, from the OMol25 dataset.

Last column: Mulliken charge in e.
Geometry (Å):
C (-4.322, 0.165, 0.371)  -0.481
C (-5.378, -0.634, 1.071)  -0.359
O (-6.405, -0.851, 0.124)  -0.554
O (-3.741, -0.658, -0.656)  -0.409
H (-3.620, 0.590, 1.092)  0.360
H (-4.783, 1.059, -0.063)  0.248
H (-5.764, -0.053, 1.925)  0.419
H (-4.958, -1.511, 1.571)  0.120
H (-6.924, -1.637, 0.319)  0.324
H (-4.543, -1.076, -1.013)  0.289
C (0.234, -0.559, 0.541)  -0.049
C (0.055, 0.076, -0.800)  0.361
O (-1.058, -0.429, -1.553)  -0.074
O (0.993, 0.293, 1.391)  -0.250
H (0.727, -1.537, 0.417)  -0.067
H (-0.665, -0.973, 1.015)  0.108
H (0.903, -0.131, -1.462)  0.217
H (-0.003, 1.168, -0.740)  -0.322
H (-1.841, -0.210, -1.022)  0.053
H (1.872, -0.136, 1.458)  0.201
C (0.102, 3.242, 2.561)  -0.197
C (-0.319, 3.487, 1.110)  0.749
O (-1.449, 4.389, 1.083)  -0.605
O (-0.691, 2.190, 3.082)  -0.660
H (-0.125, 4.166, 3.097)  0.457
H (1.169, 3.057, 2.687)  -0.104
H (-0.713, 2.604, 0.611)  -0.346
H (0.562, 3.894, 0.602)  0.053
H (-1.405, 4.860, 0.246)  0.316
H (-0.429, 1.353, 2.684)  0.284
C (-1.300, 1.597, -5.176)  -0.422
C (-0.540, 0.277, -5.458)  -0.357
O (0.079, -0.310, -4.330)  -0.452
O (-0.734, 2.405, -4.180)  -0.486
H (-2.342, 1.375, -4.893)  0.241
H (-1.397, 2.145, -6.118)  0.344
H (0.118, 0.267, -6.323)  0.351
H (-1.357, -0.404, -5.746)  0.287
H (-0.608, -0.447, -3.661)  0.132
H (-0.532, 1.841, -3.422)  0.248
C (-2.477, -4.655, 3.821)  -0.343
C (-1.568, -3.547, 3.427)  -0.502
O (-1.535, -3.398, 1.985)  -0.361
O (-2.052, -5.903, 3.223)  -0.557
H (-3.484, -4.514, 3.386)  0.182
H (-2.770, -4.699, 4.877)  0.426
H (-0.559, -3.696, 3.810)  0.313
H (-2.066, -2.623, 3.720)  0.308
H (-1.292, -4.296, 1.707)  0.257
H (-2.757, -6.529, 3.408)  0.312
C (-4.235, -4.525, -0.773)  -0.464
C (-3.839, -3.832, -2.050)  -0.349
O (-2.608, -3.127, -2.106)  -0.451
O (-4.467, -3.655, 0.340)  -0.404
H (-3.648, -5.389, -0.454)  0.307
H (-5.220, -4.965, -0.957)  0.308
H (-4.618, -3.151, -2.418)  0.261
H (-3.817, -4.587, -2.843)  0.401
H (-2.670, -2.358, -1.521)  0.174
H (-3.586, -3.395, 0.648)  0.203
C (3.955, -1.845, -0.249)  -0.535
C (4.037, -0.450, 0.370)  0.531
O (3.551, -0.508, 1.719)  -0.698
O (4.873, -2.713, 0.461)  -0.572
H (4.285, -1.919, -1.287)  0.479
H (2.956, -2.240, -0.066)  0.037
H (3.348, 0.162, -0.225)  -0.312
H (5.005, 0.051, 0.360)  0.366
H (3.843, -1.364, 2.071)  0.351
H (5.735, -2.661, 0.045)  0.339
C (5.322, 2.484, 3.087)  -0.499
C (4.553, 3.167, 1.950)  -0.278
O (3.305, 2.565, 1.651)  -0.128
O (4.752, 2.858, 4.355)  -0.532
H (6.396, 2.669, 3.091)  0.420
H (5.137, 1.406, 3.038)  0.144
H (5.219, 3.141, 1.077)  0.180
H (4.328, 4.173, 2.303)  0.296
H (3.407, 1.632, 1.895)  0.055
H (5.199, 3.654, 4.658)  0.313
C (2.514, 2.829, -2.031)  1.147
C (3.743, 3.228, -2.843)  -0.716
O (3.991, 4.630, -2.746)  -0.552
O (1.435, 3.744, -2.095)  -0.487
H (2.841, 2.590, -1.005)  -0.594
H (2.162, 1.846, -2.383)  -0.169
H (3.575, 2.896, -3.870)  0.344
H (4.608, 2.665, -2.485)  0.369
H (4.490, 4.729, -1.928)  0.319
H (1.838, 4.480, -2.589)  0.393

Maximum force in eV Å⁻¹: 2.60
Energy relative to the best compared isomer or geometry (same formula, charge and spin) in kcal/mol: 43.3
HOMO energy in Eh: -0.337
SMILES: OCCO.OCCO.OCCO.OCCO.OCCO.OCCO.OCCO.OCCO.OCCO
HOMO-LUMO gap in eV: 9.40

***

The following is a quantum chemistry calculation of a molecular structure, C25H23ClN2O2PSn, from the OMol25 dataset.

Last column: Mulliken charge in e.
Geometry (Å):
Sn (0.289, 0.698, 1.919)  0.638
Cl (-1.984, 1.338, 2.091)  -0.171
C (-0.137, -0.703, 0.106)  0.248
O (-0.432, -1.893, 0.223)  -0.235
P (0.148, 0.354, -1.533)  1.629
C (1.761, 1.023, -2.086)  0.530
C (-0.135, -0.981, -2.688)  -0.102
C (-1.112, 1.633, -1.852)  0.612
C (-1.229, -1.002, -3.546)  -0.099
C (-1.380, -2.102, -4.385)  -0.733
C (-0.438, -3.131, -4.356)  -0.527
C (0.639, -3.110, -3.479)  -0.832
C (0.795, -2.040, -2.609)  -0.043
H (-1.937, -0.167, -3.524)  0.408
H (-2.229, -2.106, -5.050)  0.476
H (-0.574, -3.974, -5.030)  0.441
H (1.370, -3.928, -3.457)  0.441
H (1.614, -2.031, -1.870)  0.305
C (2.530, 1.870, -1.274)  -0.109
C (3.680, 2.460, -1.780)  -0.748
C (4.114, 2.191, -3.086)  -0.543
C (3.351, 1.336, -3.903)  -0.706
C (2.166, 0.772, -3.420)  -0.079
H (2.216, 2.050, -0.238)  -0.293
H (4.279, 3.140, -1.171)  0.424
H (5.027, 2.657, -3.501)  0.423
H (3.675, 1.087, -4.922)  0.433
H (1.559, 0.133, -4.074)  0.443
C (-0.819, 2.746, -2.655)  -0.289
C (-1.839, 3.627, -2.995)  -0.776
C (-3.136, 3.428, -2.515)  -0.501
C (-3.412, 2.346, -1.680)  -0.881
C (-2.403, 1.450, -1.344)  -0.352
H (0.196, 2.907, -3.018)  0.409
H (-1.618, 4.470, -3.636)  0.467
H (-3.943, 4.119, -2.804)  0.433
H (-4.409, 2.207, -1.271)  0.459
H (-2.619, 0.610, -0.684)  0.570
H (1.923, 1.674, 2.257)  0.298
H (1.196, 2.188, 2.188)  0.328
N (-1.621, -3.331, 7.494)  -0.332
C (-0.775, -2.268, 7.448)  0.313
O (-0.390, -1.700, 8.470)  -0.536
C (-0.393, -1.802, 6.086)  1.018
C (-1.081, -2.158, 4.917)  -0.761
C (-0.766, -1.546, 3.709)  -0.199
N (0.289, -0.684, 3.592)  -0.211
C (1.022, -0.396, 4.714)  -0.023
C (0.697, -0.911, 5.960)  -0.671
H (-1.852, -3.688, 8.417)  0.273
H (-1.808, -3.957, 6.708)  0.180
H (-1.885, -2.878, 4.920)  0.321
H (-1.359, -1.728, 2.821)  0.415
H (1.864, 0.308, 4.577)  0.353
H (1.313, -0.603, 6.818)  0.466

Maximum force in eV Å⁻¹: 6.75
Energy relative to the best compared isomer or geometry (same formula, charge and spin) in kcal/mol: 49.9
HOMO energy (alpha / beta) in Eh: -0.633 / -0.633
HOMO-LUMO gap (alpha / beta) in eV: 4.83 / 4.83
Net charge: +3